(1)
Below is a cluster of 12 separate species, C51H73BBrN2O36 in total in a non-equilibrium geometry, with properties calculated with wB97M-V/def2-TZVPD.

```
164
Properties=species:S:1:pos:R:3:lowdin_charge:R:1
C 1.969 -0.704 -2.846 -0.062
C 0.510 -0.219 -2.963 -0.114
C -0.247 -0.251 -1.655 -0.415
O -1.432 -0.581 -1.597 0.111
O 0.419 0.007 -0.463 0.001
C 1.277 1.119 -0.384 -0.148
C 0.526 2.434 -0.100 -0.034
N 1.185 3.622 -0.743 -0.089
C 1.304 3.675 -2.210 -0.063
C 0.030 4.393 -2.801 -0.231
C -0.953 3.229 -3.113 -0.075
C -2.423 3.565 -3.032 -0.209
C -2.937 4.853 -3.132 -0.044
C -4.302 5.112 -3.068 -0.038
C -5.177 4.052 -2.926 -0.059
C -4.692 2.750 -2.856 -0.059
C -3.327 2.509 -2.896 -0.036
B 0.692 5.035 -4.104 -0.557
O 0.761 6.415 -4.241 0.162
N 1.225 4.114 -5.099 -0.112
C 2.699 4.162 -5.203 -0.052
C 0.521 4.238 -6.395 -0.035
C -0.316 5.326 -1.631 -0.120
C 0.467 4.878 -0.357 -0.567
Br 1.808 6.215 0.117 0.824
H 2.229 -1.441 -3.592 0.087
H 2.643 0.136 -2.993 0.068
H 2.173 -1.076 -1.849 0.058
H 0.506 0.802 -3.335 0.095
H -0.017 -0.798 -3.704 0.124
H 1.925 0.934 0.464 0.134
H 1.929 1.233 -1.248 0.103
H 0.582 2.602 0.969 0.136
H -0.531 2.374 -0.336 0.149
H 2.093 3.703 -0.280 0.150
H 1.648 2.778 -2.704 0.132
H 2.122 4.390 -2.354 0.129
H -0.761 2.408 -2.428 0.083
H -0.772 2.838 -4.109 0.126
H -2.256 5.685 -3.249 0.102
H -4.641 6.132 -3.131 0.104
H -6.239 4.217 -2.870 0.090
H -5.361 1.913 -2.752 0.105
H -2.944 1.500 -2.843 0.100
H 1.666 6.734 -4.145 0.122
H 3.134 4.800 -4.432 0.080
H 3.038 4.459 -6.188 0.087
H 3.106 3.167 -5.023 0.082
H 0.025 3.305 -6.640 0.086
H 1.175 4.554 -7.198 0.088
H -0.276 4.979 -6.311 0.089
H 0.010 6.327 -1.865 0.089
H -1.347 5.343 -1.308 0.119
H -0.190 4.788 0.491 0.109
C 1.327 0.274 3.999 -0.104
C 2.495 -0.296 4.766 -0.094
O 3.620 0.264 4.084 0.081
C 3.225 1.391 3.460 -0.577
O 3.942 2.173 2.926 0.152
O 1.864 1.511 3.503 0.025
H 0.451 0.451 4.618 0.136
H 1.042 -0.351 3.149 0.131
H 2.518 0.032 5.807 0.127
H 2.535 -1.381 4.736 0.134
C 4.087 -3.600 7.638 -0.102
C 4.131 -4.619 6.526 -0.096
O 2.736 -4.817 6.239 0.072
C 2.074 -3.717 6.642 -0.574
O 0.925 -3.501 6.381 0.121
O 2.859 -2.898 7.359 0.051
H 4.930 -2.920 7.627 0.121
H 4.011 -4.057 8.625 0.141
H 4.623 -4.238 5.629 0.133
H 4.604 -5.551 6.818 0.119
C 4.417 -3.186 -0.707 -0.113
C 4.914 -1.861 -0.205 -0.115
O 4.663 -1.962 1.196 0.056
C 4.646 -3.280 1.532 -0.558
O 4.616 -3.692 2.644 0.163
O 4.620 -4.055 0.415 0.069
H 4.960 -3.544 -1.575 0.107
H 3.349 -3.159 -0.938 0.130
H 5.981 -1.705 -0.372 0.141
H 4.366 -1.023 -0.633 0.116
C -1.668 8.869 -5.189 -0.115
C -1.501 10.173 -4.439 -0.113
O -2.820 10.413 -3.941 0.068
C -3.470 9.227 -3.871 -0.566
O -4.517 9.055 -3.342 0.171
O -2.751 8.251 -4.484 0.043
H -0.782 8.240 -5.158 0.109
H -1.966 9.019 -6.228 0.137
H -0.817 10.084 -3.591 0.131
H -1.176 10.994 -5.073 0.134
C -1.840 -4.723 5.977 -0.108
C -1.762 -5.821 4.943 -0.112
O -3.143 -6.058 4.637 0.061
C -3.838 -4.939 4.942 -0.576
O -4.975 -4.754 4.641 0.148
O -3.067 -4.060 5.618 0.062
H -0.996 -4.040 5.936 0.091
H -1.935 -5.115 6.991 0.139
H -1.250 -5.503 4.033 0.132
H -1.294 -6.728 5.317 0.133
C 4.401 -6.813 -3.805 -0.108
C 5.771 -7.356 -3.470 -0.109
O 6.612 -6.225 -3.717 0.073
C 5.865 -5.109 -3.608 -0.579
O 6.305 -4.004 -3.590 0.152
O 4.543 -5.413 -3.519 0.045
H 3.609 -7.247 -3.200 0.134
H 4.151 -6.931 -4.860 0.136
H 5.866 -7.642 -2.421 0.135
H 6.064 -8.194 -4.095 0.136
C -10.704 4.268 -3.923 -0.115
C -9.746 5.046 -3.046 -0.116
O -8.504 4.900 -3.746 0.032
C -8.786 4.642 -5.052 -0.568
O -7.980 4.633 -5.921 0.171
O -10.106 4.396 -5.216 0.066
H -11.711 4.678 -3.925 0.134
H -10.749 3.210 -3.658 0.134
H -9.995 6.107 -2.990 0.134
H -9.667 4.644 -2.039 0.131
C 2.869 2.172 9.276 -0.109
C 3.455 2.356 7.892 -0.118
O 4.314 1.218 7.773 0.058
C 3.860 0.259 8.614 -0.560
O 4.256 -0.858 8.610 0.169
O 2.898 0.747 9.430 0.073
H 1.851 2.542 9.362 0.134
H 3.482 2.625 10.056 0.136
H 2.692 2.309 7.110 0.123
H 4.022 3.275 7.779 0.135
C 4.755 -8.233 4.310 -0.112
C 5.797 -9.322 4.164 -0.114
O 6.935 -8.745 4.811 0.067
C 6.496 -7.812 5.688 -0.568
O 7.169 -7.268 6.498 0.171
O 5.169 -7.579 5.514 0.036
H 3.744 -8.618 4.413 0.133
H 4.782 -7.513 3.491 0.133
H 5.521 -10.239 4.687 0.134
H 6.026 -9.558 3.128 0.132
C -5.803 -3.485 1.715 -0.111
C -5.411 -2.088 1.291 -0.109
O -5.535 -2.154 -0.135 0.033
C -6.407 -3.155 -0.433 -0.565
O -6.848 -3.354 -1.517 0.160
O -6.696 -3.882 0.665 0.081
H -6.301 -3.517 2.679 0.127
H -4.956 -4.171 1.734 0.132
H -6.096 -1.327 1.669 0.133
H -4.395 -1.825 1.575 0.130
C -4.569 -2.945 -2.939 -0.134
C -3.616 -2.374 -3.968 -0.115
O -2.988 -3.547 -4.491 0.049
C -3.823 -4.602 -4.281 -0.568
O -3.665 -5.682 -4.742 0.166
O -4.849 -4.243 -3.475 0.074
H -5.484 -2.370 -2.828 0.118
H -4.105 -3.062 -1.958 0.128
H -4.134 -1.860 -4.781 0.133
H -2.873 -1.707 -3.536 0.105
```

Results
highest occupied orbital energy: -11.22 eV
HOMO-LUMO gap: 8.500 eV
charge: +1
lowest unoccupied orbital energy: -0.1000 Ha



(2)
Below is a cluster of 9 separate species, C51H77N3O17 in total in a non-equilibrium geometry, with properties calculated with wB97M-V/def2-TZVPD.

```
148
Properties=species:S:1:pos:R:3:lowdin_charge:R:1
C 3.813 -0.671 3.540 -0.106
O 4.356 -1.146 2.318 -0.178
C 5.261 -0.236 1.729 -0.239
C 4.610 1.060 1.180 -0.166
C 4.400 0.972 -0.350 -0.193
C 3.230 1.846 -0.874 -0.177
C 3.162 3.249 -0.211 -0.194
C 2.046 3.384 0.843 -0.211
C 0.605 3.241 0.278 -0.193
C -0.368 3.579 1.447 -0.193
C -1.627 2.662 1.486 -0.174
C -2.877 3.527 1.124 -0.142
C -4.020 2.575 0.831 -0.184
C -4.704 1.979 1.822 -0.004
C -5.745 1.063 1.562 -0.236
N -6.377 0.488 2.626 0.140
C -7.299 -0.375 2.285 -0.133
C -7.619 -0.684 0.945 -0.122
N -7.038 -0.154 -0.100 0.140
C -6.071 0.749 0.244 -0.223
C -5.362 1.393 -0.790 0.020
C -4.370 2.268 -0.528 -0.262
N -3.653 2.906 -1.580 0.095
H 3.992 0.394 3.719 0.084
H 2.735 -0.875 3.515 0.090
H 4.205 -1.203 4.417 0.073
H 5.687 -0.753 0.858 0.093
H 6.116 0.033 2.371 0.121
H 3.641 1.222 1.661 0.091
H 5.257 1.905 1.440 0.112
H 4.218 -0.072 -0.619 0.081
H 5.346 1.275 -0.817 0.117
H 3.445 2.001 -1.937 0.108
H 2.287 1.318 -0.707 0.099
H 2.971 3.996 -1.005 0.092
H 4.122 3.526 0.237 0.104
H 2.116 4.344 1.373 0.114
H 2.103 2.618 1.629 0.097
H 0.429 2.225 -0.091 0.094
H 0.468 3.930 -0.565 0.097
H 0.176 3.435 2.385 0.101
H -0.689 4.618 1.335 0.106
H -1.577 1.834 0.769 0.107
H -1.738 2.243 2.490 0.108
H -2.641 4.103 0.226 0.099
H -3.094 4.194 1.962 0.125
H -4.441 2.219 2.849 0.134
H -7.862 -0.856 3.081 0.100
H -8.401 -1.421 0.767 0.107
H -5.587 1.194 -1.836 0.122
H -3.781 2.344 -2.417 0.086
H -2.661 2.832 -1.365 0.077
O 5.565 -1.582 -2.295 0.104
C 4.635 -2.333 -2.369 -0.479
C 4.695 -3.843 -2.485 -0.066
C 3.279 -4.185 -2.933 -0.159
C 2.467 -3.059 -2.318 -0.145
O 3.346 -1.920 -2.316 0.026
H 4.929 -4.264 -1.505 0.132
H 5.441 -4.147 -3.214 0.129
H 2.947 -5.174 -2.623 0.114
H 3.215 -4.138 -4.021 0.105
H 2.172 -3.270 -1.287 0.129
H 1.575 -2.827 -2.898 0.123
O -6.569 6.379 2.627 0.119
C -7.462 5.584 2.605 -0.480
C -7.337 4.075 2.565 -0.069
C -8.740 3.643 2.155 -0.147
C -9.596 4.763 2.719 -0.152
O -8.773 5.940 2.654 0.026
H -7.074 3.716 3.562 0.136
H -6.587 3.768 1.843 0.106
H -9.023 2.659 2.518 0.085
H -8.816 3.633 1.066 0.127
H -9.871 4.592 3.764 0.110
H -10.503 4.925 2.141 0.127
O 2.827 6.471 -2.000 0.126
C 1.711 6.549 -2.416 -0.488
C 0.924 7.821 -2.668 -0.074
C -0.503 7.299 -2.791 -0.156
C -0.282 5.896 -3.328 -0.154
O 0.975 5.467 -2.773 0.010
H 1.277 8.275 -3.595 0.132
H 1.035 8.515 -1.840 0.126
H -1.145 7.906 -3.426 0.116
H -0.961 7.248 -1.801 0.119
H -0.202 5.877 -4.418 0.127
H -1.066 5.206 -3.021 0.118
O 1.544 -4.515 -5.954 0.109
C 0.709 -5.165 -5.395 -0.494
C -0.784 -5.098 -5.631 -0.066
C -1.341 -5.812 -4.406 -0.152
C -0.222 -6.780 -4.069 -0.147
O 0.995 -6.115 -4.464 0.008
H -1.015 -5.629 -6.556 0.131
H -1.121 -4.067 -5.689 0.128
H -2.297 -6.304 -4.576 0.119
H -1.472 -5.097 -3.592 0.118
H -0.300 -7.715 -4.628 0.129
H -0.177 -7.007 -3.006 0.124
O -10.514 -0.397 2.473 0.122
C -10.604 0.181 3.515 -0.482
C -11.199 -0.349 4.803 -0.068
C -11.392 0.925 5.619 -0.150
C -10.284 1.818 5.084 -0.146
O -10.125 1.439 3.703 -0.017
H -10.483 -1.028 5.268 0.133
H -12.138 -0.861 4.614 0.127
H -11.340 0.774 6.695 0.118
H -12.364 1.364 5.388 0.121
H -9.334 1.657 5.598 0.134
H -10.541 2.873 5.142 0.115
O 10.688 -4.038 -0.494 0.116
C 9.789 -3.294 -0.230 -0.490
C 9.848 -1.779 -0.191 -0.072
C 8.574 -1.424 0.569 -0.161
C 7.659 -2.580 0.213 -0.161
O 8.531 -3.716 0.044 0.027
H 9.832 -1.400 -1.214 0.133
H 10.742 -1.439 0.325 0.123
H 8.158 -0.453 0.309 0.113
H 8.774 -1.428 1.643 0.119
H 7.124 -2.411 -0.723 0.103
H 6.937 -2.791 1.000 0.123
O -0.143 -7.716 -9.728 0.122
C 0.927 -7.496 -9.241 -0.486
C 2.283 -7.754 -9.868 -0.074
C 3.219 -7.661 -8.667 -0.151
C 2.480 -6.690 -7.759 -0.162
O 1.082 -6.924 -8.021 0.015
H 2.483 -6.974 -10.605 0.132
H 2.312 -8.734 -10.336 0.124
H 4.227 -7.333 -8.914 0.117
H 3.292 -8.638 -8.184 0.118
H 2.705 -5.648 -7.988 0.126
H 2.683 -6.867 -6.706 0.120
O 4.125 0.948 6.618 0.125
C 5.005 0.264 7.049 -0.488
C 5.234 -0.115 8.499 -0.075
C 6.667 -0.632 8.477 -0.158
C 6.790 -1.169 7.059 -0.154
O 5.940 -0.327 6.261 0.010
H 4.522 -0.894 8.775 0.132
H 5.119 0.750 9.147 0.125
H 6.881 -1.379 9.239 0.116
H 7.360 0.200 8.619 0.118
H 6.437 -2.199 6.973 0.128
H 7.808 -1.113 6.682 0.125
```

Results
highest occupied orbital energy: -8.45 eV
HOMO-LUMO gap: 8.604 eV
charge: 0
SMILES: COCCCCCCCCCCc1cc2nccnc2cc1N.O=C1CCCO1.O=C1CCCO1.O=C1CCCO1.O=C1CCCO1.O=C1CCCO1.O=C1CCCO1.O=C1CCCO1.O=C1CCCO1
lowest unoccupied orbital energy: 0.0058 Ha



(3)
Below is a structure of composition C51H78HfN9O5 in a non-equilibrium geometry, with properties calculated with wB97M-V/def2-TZVPD.

```
144
Properties=species:S:1:pos:R:3:lowdin_spin:R:1
Hf 3.409 1.140 -0.193 0.009
C 4.376 2.633 -3.866 0.009
C 3.451 3.930 -3.673 0.039
C 2.684 4.054 -4.999 0.005
C 1.554 5.135 -5.014 0.000
C 0.630 4.852 -3.875 0.003
C 1.299 4.695 -2.447 0.029
N 2.503 3.719 -2.553 0.578
O 3.058 3.182 -1.364 0.248
C 0.177 4.152 -1.507 0.003
C 1.789 6.004 -1.857 0.028
C 4.470 5.108 -3.567 0.035
H 4.932 2.458 -2.945 -0.001
H 5.076 2.595 -4.701 0.000
H 3.835 1.750 -4.206 0.000
H 2.411 3.119 -5.489 0.000
H 3.424 4.401 -5.721 0.000
H 1.141 5.188 -6.022 0.000
H 1.796 6.183 -4.840 0.000
H 0.009 3.997 -4.142 0.000
H -0.150 5.613 -3.904 0.000
H -0.087 3.141 -1.818 0.000
H -0.706 4.790 -1.492 0.000
H 0.436 3.981 -0.462 0.000
H 2.523 6.588 -2.412 0.000
H 2.131 5.814 -0.839 0.001
H 0.953 6.679 -1.675 0.004
H 3.963 6.043 -3.806 0.001
H 5.365 5.015 -4.182 0.003
H 4.853 5.288 -2.562 0.001
C 2.867 -2.165 3.796 0.000
C 4.038 -2.561 2.912 0.000
C 4.516 -4.094 3.080 0.000
C 3.742 -5.237 2.343 0.000
C 3.548 -4.773 0.841 0.000
C 3.003 -3.379 0.666 0.000
N 3.836 -2.389 1.446 0.000
O 3.743 -0.976 1.057 0.000
C 1.480 -3.470 1.060 0.000
C 2.966 -3.159 -0.846 0.000
C 5.254 -1.800 3.458 0.000
H 2.108 -1.491 3.400 0.000
H 3.220 -1.614 4.668 0.000
H 2.354 -3.060 4.149 0.000
H 4.636 -4.394 4.121 0.000
H 5.589 -4.168 2.904 0.000
H 2.814 -5.308 2.911 0.000
H 4.247 -6.202 2.380 0.000
H 2.957 -5.538 0.338 0.000
H 4.490 -4.764 0.293 0.000
H 1.433 -3.981 2.021 0.000
H 0.800 -4.014 0.404 0.000
H 1.142 -2.437 1.142 0.000
H 3.967 -3.097 -1.272 0.000
H 2.513 -2.210 -1.134 0.000
H 2.486 -3.959 -1.410 0.000
H 5.136 -0.716 3.446 0.000
H 6.166 -1.904 2.871 0.000
H 5.476 -2.107 4.480 0.000
C -1.022 1.451 0.895 0.000
C -0.197 0.291 0.481 0.000
C -0.753 -0.790 -0.497 0.000
O 1.124 0.702 0.159 0.000
H -0.456 2.017 1.635 0.000
H -2.011 1.152 1.245 0.000
H -1.200 2.183 0.107 0.000
H -0.241 -0.166 1.470 0.000
H -0.886 -0.382 -1.499 0.000
H -1.729 -1.185 -0.218 0.000
H -0.104 -1.657 -0.617 0.000
N -1.144 -4.995 -1.353 0.000
C -0.189 -5.922 -1.334 0.000
C 0.665 -5.584 -2.334 0.000
C 0.296 -4.357 -2.887 0.000
C -0.941 -4.076 -2.359 0.000
H -2.045 -5.088 -0.907 0.000
H -0.328 -6.788 -0.704 0.000
H 1.539 -6.164 -2.592 0.000
H 0.951 -3.953 -3.645 0.000
H -1.695 -3.309 -2.454 0.000
N -3.168 -3.244 4.584 0.000
C -1.907 -3.666 4.900 0.000
C -1.029 -3.496 3.898 0.000
C -1.867 -3.153 2.820 0.000
C -3.185 -3.030 3.230 0.000
H -3.944 -3.179 5.227 0.000
H -1.741 -3.829 5.955 0.000
H 0.044 -3.597 3.962 0.000
H -1.490 -2.888 1.843 0.000
H -4.084 -2.768 2.693 0.000
N -4.965 -3.061 -3.592 0.000
C -4.224 -3.762 -2.659 0.000
C -4.106 -2.996 -1.466 0.000
C -4.866 -1.873 -1.794 0.000
C -5.390 -1.918 -3.085 0.000
H -5.067 -3.400 -4.538 0.000
H -3.601 -4.592 -2.955 0.000
H -3.704 -3.258 -0.499 0.000
H -5.016 -1.200 -0.963 0.000
H -6.019 -1.324 -3.731 0.000
N 1.956 2.539 2.857 0.001
C 3.011 1.713 2.935 0.001
C 4.172 2.327 2.431 -0.001
C 3.687 3.465 1.872 0.001
C 2.301 3.460 1.892 0.003
H 1.057 2.365 3.284 0.000
H 2.928 0.850 3.579 0.000
H 5.208 2.158 2.682 0.000
H 4.288 4.286 1.509 0.000
H 1.650 4.230 1.504 0.000
N -7.231 -0.321 2.478 0.000
C -6.255 -0.699 1.556 0.000
C -5.017 -0.303 1.966 0.000
C -5.185 0.243 3.251 0.000
C -6.583 0.205 3.565 0.000
H -8.235 -0.311 2.376 0.000
H -6.514 -1.191 0.630 0.000
H -4.060 -0.203 1.477 0.000
H -4.416 0.721 3.839 0.000
H -7.143 0.484 4.446 0.000
N -0.258 -0.595 4.712 0.000
C 0.435 -0.004 5.714 0.000
C 0.336 1.364 5.575 0.000
C -0.513 1.674 4.533 0.000
C -1.001 0.440 4.110 0.000
H -0.503 -1.572 4.639 0.000
H 0.949 -0.533 6.503 0.000
H 0.780 2.130 6.194 0.000
H -0.909 2.595 4.132 0.000
H -1.699 0.044 3.388 0.000
C -3.583 2.511 -2.163 0.000
C -3.621 3.794 -2.756 0.000
C -4.205 4.062 -3.981 0.000
C -4.649 2.897 -4.715 0.000
C -4.505 1.618 -4.195 0.000
C -4.057 1.435 -2.926 0.000
N -5.134 3.110 -6.153 0.000
O -5.353 2.118 -6.781 0.000
O -5.092 4.199 -6.593 0.000
H -3.176 2.403 -1.168 0.000
H -3.106 4.594 -2.245 0.000
H -4.150 5.070 -4.365 0.000
H -4.786 0.787 -4.825 0.000
H -3.955 0.418 -2.575 0.000
```

Results
highest occupied orbital energy (alpha / beta): -11.45 / -11.45 eV
HOMO-LUMO gap (alpha / beta): 3.526 / 3.528 eV
multiplicity: 2
charge: +2
expectation value of S²: 0.755
lowest unoccupied orbital energy (alpha / beta): -0.2912 / -0.2911 Ha



In order of appearance, molecular weight = 1380.84, 1004.18, 1075.73 g mol⁻¹.